Record 1
{
  "formula": "C29H38CdN5O10",
  "method": "wB97M-V/def2-TZVPD",
  "gap_ev": 7.20,
  "de_lowest_kcal_mol": 14.8,
  "total_energy_ha": -2321.773012,
  "homo_ev": -10.67,
  "spin_multiplicity": 1,
  "total_charge": 1,
  "symbols": ["Cd", "O", "C", "O", "C", "C", "C", "C", "C", "N", "C", "O", "O", "H", "H", "H", "H", "H", "C", "C", "C", "O", "C", "O", "O", "H", "H", "H", "H", "H", "H", "H", "C", "C", "C", "C", "C", "N", "C", "O", "N", "C", "C", "C", "C", "N", "C", "C", "C", "H", "H", "H", "H", "H", "H", "H", "H", "H", "H", "H", "H", "H", "C", "N", "C", "C", "C", "O", "H", "H", "H", "H", "H", "H", "H", "H", "H", "C", "O", "H", "H", "H", "H"],
  "xyz": [[0.05, -1.51, 0.89], [-4.05, -1.94, 2.31], [-2.81, -2.41, 2.23], [-2.33, -2.97, 1.28], [-1.99, -2.08, 3.45], [-2.53, -1.93, 4.72], [-1.68, -1.58, 5.75], [-0.34, -1.35, 5.48], [0.10, -1.51, 4.18], [-0.71, -1.87, 3.19], [1.52, -1.23, 3.71], [2.46, -1.04, 4.62], [1.80, -1.18, 2.54], [-4.35, -1.75, 1.39], [-3.59, -2.08, 4.88], [-2.06, -1.45, 6.76], [0.32, -1.04, 6.28], [2.14, -1.16, 5.53], [-2.75, 1.33, 2.14], [-1.85, 1.02, 0.96], [-1.75, 2.21, 0.01], [-0.53, 0.70, 1.48], [-2.37, -0.18, 0.12], [-3.58, -0.38, 0.09], [-1.48, -0.85, -0.51], [-2.39, 2.21, 2.66], [-2.77, 0.49, 2.84], [-3.77, 1.50, 1.80], [-1.40, 3.10, 0.56], [-2.73, 2.43, -0.41], [-1.06, 1.99, -0.80], [0.13, 1.37, 1.19], [0.73, 0.19, -5.29], [0.73, 1.47, -4.50], [-0.44, 1.97, -3.94], [-0.43, 3.17, -3.23], [0.74, 3.89, -3.08], [0.66, 5.15, -2.43], [1.69, 5.90, -1.90], [1.68, 7.11, -1.94], [2.75, 5.22, -1.30], [2.72, 4.07, -0.51], [3.93, 3.53, -0.10], [3.94, 2.43, 0.75], [2.72, 1.90, 1.16], [1.56, 2.40, 0.75], [1.55, 3.46, -0.05], [1.92, 3.40, -3.64], [1.90, 2.20, -4.33], [-0.27, -0.25, -5.33], [1.40, -0.55, -4.85], [1.06, 0.36, -6.31], [-1.37, 1.43, -4.05], [-1.35, 3.55, -2.81], [-0.09, 5.75, -2.74], [3.51, 5.86, -1.11], [4.86, 3.97, -0.43], [4.87, 2.01, 1.10], [2.68, 1.05, 1.82], [0.58, 3.84, -0.35], [2.84, 3.96, -3.56], [2.83, 1.83, -4.77], [-1.80, -6.08, -0.87], [-0.80, -5.40, -0.05], [-0.53, -5.97, 1.26], [-0.30, -4.22, -0.40], [-0.71, -3.62, -1.72], [0.50, -3.61, 0.36], [-2.05, -7.02, -0.39], [-1.42, -6.30, -1.86], [-2.71, -5.48, -0.96], [-1.45, -6.00, 1.85], [0.21, -5.35, 1.77], [-0.14, -6.98, 1.15], [-1.71, -3.20, -1.62], [-0.70, -4.35, -2.52], [-0.02, -2.81, -1.95], [1.48, 0.00, -1.70], [1.76, -0.72, -0.48], [2.08, -0.41, -2.51], [1.68, 1.06, -1.58], [0.42, -0.14, -1.90], [2.67, -0.54, -0.20]]
}


Record 2
{
  "formula": "C9H21N4",
  "method": "wB97M-V/def2-TZVPD",
  "gap_ev": 9.07,
  "de_lowest_kcal_mol": 81.7,
  "total_energy_ha": -574.168128,
  "homo_ev": -12.20,
  "spin_multiplicity": 1,
  "total_charge": 1,
  "symbols": ["C", "C", "C", "C", "C", "C", "C", "C", "C", "N", "N", "N", "N", "H", "H", "H", "H", "H", "H", "H", "H", "H", "H", "H", "H", "H", "H", "H", "H", "H", "H", "H", "H", "H"],
  "xyz": [[-0.74, 2.23, 0.10], [-1.77, 2.21, -0.98], [0.84, 0.27, 0.77], [0.28, -0.85, -0.08], [0.55, -2.73, -3.41], [1.76, 1.38, 2.85], [0.10, -0.39, 3.19], [-0.13, -2.21, -2.10], [1.19, 0.04, 2.20], [-2.37, 0.48, -2.38], [-0.52, 0.82, 0.58], [-1.40, 1.10, -1.98], [0.45, -1.09, -1.38], [0.22, 2.52, -0.35], [-1.09, 2.96, 0.92], [-2.69, 1.90, -0.63], [-1.85, 3.07, -1.49], [1.61, 0.81, 0.25], [-0.41, -1.42, 0.46], [1.02, -3.62, -3.13], [-0.10, -3.03, -4.25], [1.30, -2.01, -3.70], [1.86, 2.09, 2.09], [2.76, 1.11, 3.33], [1.03, 1.72, 3.61], [-0.69, 0.27, 3.36], [0.56, -0.41, 4.16], [-0.37, -1.33, 3.02], [-1.29, -1.96, -2.38], [-0.16, -2.95, -1.40], [2.08, -0.66, 2.34], [-2.09, -0.16, -3.16], [-1.11, 0.46, 1.40], [1.19, -0.62, -1.84]]
}